Molecular formula: C30H46BCl3LaN2OP2
Method: DFT, ωB97M-V with the def2-TZVPD basis set

## Properties
HOMO level: -10.280 eV
LUMO level: -3.236 eV
Maximum force: 1.84 eV Å⁻¹
Frontier orbital gap: 7.044 eV

The geometry in ORCA input format:
```
! RIJCOSX wB97M-V def2-TZVPD def2/J DEFGRID3
* xyz 1 1
La 0.0780 0.0589 -0.9918
C 2.5209 -3.4087 -0.4165
C 3.6882 -2.4651 -0.7231
C 3.8357 -2.4172 -2.2503
C 4.9535 -3.0715 -0.1114
P 3.2041 -0.7590 -0.1308
C 2.6119 -0.9724 1.6139
N 1.8268 0.1876 2.0044
B 0.7261 0.7545 1.2583
N 0.2996 1.8755 2.0605
C -0.8090 2.7659 1.7562
P -0.7772 3.2166 -0.0440
C -2.4413 4.0425 -0.3122
C -2.6736 4.2850 -1.8110
C -2.6163 5.3541 0.4599
C -3.5545 3.0885 0.1335
C 0.5791 4.4975 -0.1597
C 0.7417 5.3521 1.1047
C 0.4098 5.4000 -1.3852
C 1.8741 3.7155 -0.3473
C 1.0931 1.9671 3.2025
C 1.0671 2.8683 4.2558
C 2.0075 2.7234 5.2669
C 2.9436 1.6925 5.2316
C 2.9653 0.7789 4.1865
C 2.0352 0.9258 3.1685
C 4.7506 0.2783 0.0647
C 5.5792 -0.0914 1.3076
C 4.3578 1.7441 0.2238
C 5.6207 0.1814 -1.1944
H 2.6776 -4.3405 -0.9649
H 2.4553 -3.6678 0.6391
H 1.5488 -3.0201 -0.7231
H 4.0527 -3.4249 -2.6090
H 2.9076 -2.0957 -2.7324
H 4.6356 -1.7640 -2.5895
H 5.0800 -4.0774 -0.5179
H 5.8585 -2.5134 -0.3413
H 4.8749 -3.1727 0.9723
H 2.0048 -1.8776 1.6716
H 3.4505 -1.1178 2.2959
H -1.7634 2.2821 1.9788
H -0.7632 3.6608 2.3794
H -1.9879 5.0036 -2.2490
H -2.6005 3.3541 -2.3790
H -3.6851 4.6710 -1.9462
H -1.9380 6.1367 0.1273
H -3.6343 5.7194 0.3067
H -2.4807 5.2202 1.5342
H -3.4967 2.1383 -0.3900
H -3.5767 2.9038 1.2059
H -4.5158 3.5289 -0.1366
H -0.1832 5.7915 1.4690
H 1.1843 4.7727 1.9163
H 1.4284 6.1741 0.8887
H -0.3991 6.1194 -1.2803
H 1.3334 5.9672 -1.5130
H 0.2430 4.8322 -2.3024
H 2.0703 3.0611 0.4966
H 1.8489 3.1105 -1.2618
H 2.7124 4.4100 -0.4416
H 0.3307 3.6598 4.3025
H 2.0046 3.4142 6.0974
H 3.6587 1.5948 6.0364
H 3.6828 -0.0306 4.1845
H 5.1535 0.3610 2.2030
H 5.6856 -1.1565 1.4870
H 6.5836 0.3201 1.1895
H 3.7060 1.9084 1.0808
H 5.2678 2.3251 0.3859
H 3.8765 2.1236 -0.6756
H 6.1033 -0.7867 -1.3147
H 5.0562 0.3970 -2.1035
H 6.4104 0.9296 -1.1119
Cl -5.7201 -4.8272 0.0909
C -4.2055 -4.0114 -0.1018
C -4.1812 -2.6282 -0.1735
C -2.9482 -2.0342 -0.3331
Cl -2.8690 -0.2707 -0.4426
C -1.7351 -2.7093 -0.4242
O -0.6034 -2.0357 -0.5874
C -1.8203 -4.1034 -0.3436
Cl -0.3725 -5.0433 -0.4408
C -3.0353 -4.7479 -0.1861
H -5.0856 -2.0450 -0.1032
H -3.0652 -5.8260 -0.1290
*
```